C26H46O2P2Pt | wB97M-V/def2-TZVPD

```
77
Properties=species:S:1:pos:R:3:forces:R:3:mulliken_spin:R:1
Pt -1.464275 1.646019 -0.159367 4.2 -0.2 2.8 0.3757
C -1.482487 -0.316850 3.848425 0.0 0.6 0.3 0.3048
C -2.282996 -1.209254 3.098046 -0.7 -0.1 0.0 0.4129
C -0.153855 -2.048185 3.152727 0.5 -0.2 -0.2 0.3220
C -0.167362 -0.835489 3.878457 0.7 0.5 0.1 0.3131
C -1.462508 -2.280618 2.672381 -0.2 -0.6 -0.2 0.3261
C -1.913490 0.938359 4.513512 -0.3 -0.1 0.1 0.0005
H -2.991448 1.091776 4.403803 0.2 0.0 0.1 -0.0048
H -1.392402 1.810312 4.099504 0.1 -0.2 0.1 0.0221
H -1.679548 0.905709 5.586745 0.0 0.0 -0.2 0.0245
C 1.006963 -0.174311 4.498934 -0.2 -0.3 0.3 0.0251
H 1.441986 0.544461 3.787400 -0.1 -0.1 0.1 0.0313
H 1.764882 -0.918640 4.770234 -0.1 0.3 0.0 0.0027
H 0.698614 0.370469 5.400292 0.2 0.0 -0.2 0.0083
C 1.045913 -2.894091 2.907845 -0.1 -0.2 0.2 0.0244
H 1.715733 -2.880403 3.776414 -0.1 0.0 -0.2 0.0132
H 1.620894 -2.532190 2.041373 -0.2 0.0 0.2 0.0283
H 0.758507 -3.933440 2.710413 0.1 0.2 0.0 0.0011
C -1.901542 -3.475772 1.905046 -0.1 0.1 -0.2 -0.0029
H -2.065391 -4.336993 2.570667 0.1 0.2 -0.1 0.0318
H -1.146453 -3.770318 1.165234 -0.1 0.0 0.2 0.0112
H -2.841717 -3.275498 1.381482 0.2 -0.1 0.1 0.0017
C -3.745447 -1.073746 2.863597 0.1 0.1 -0.2 0.0594
H -4.316267 -1.451697 3.725171 0.1 0.1 -0.1 0.0312
H -4.054333 -1.645401 1.982973 0.0 0.1 0.2 0.0032
H -4.023053 -0.023007 2.716672 0.0 -0.2 0.1 0.0009
C -0.090050 1.831728 -1.762136 1.2 3.4 -3.9 0.4190
C -0.658702 3.102682 -1.335733 2.5 0.2 -1.2 0.1100
C -1.640129 3.836656 -2.191437 -1.1 -0.7 0.5 0.0109
C -2.931184 2.948743 -2.360536 0.0 0.1 0.3 0.0216
C -3.071303 1.890713 -1.251969 -1.9 -3.0 -1.6 -0.0133
C -2.457819 0.446899 -1.362773 -3.6 1.0 -2.0 0.4303
C -1.652090 0.027392 -2.615156 0.0 -0.3 0.8 -0.0021
C -0.566901 1.087091 -2.997276 -0.7 -0.7 0.5 0.0070
H -1.154656 4.079774 -3.119922 0.1 -0.1 -0.7 0.0071
H -3.002462 2.392637 -3.304123 0.2 0.5 -0.1 -0.0027
H -1.880703 4.805314 -1.758564 -0.2 -0.1 0.2 0.0008
H -0.974229 1.737647 -3.777847 0.3 0.3 0.2 0.0122
H 1.183136 2.016890 -2.002945 -2.5 -0.8 1.0 -0.0879
H 0.168782 3.656571 -0.864257 -0.8 0.4 0.2 0.0191
H 0.360788 0.651891 -3.369537 -0.6 -0.5 -0.4 0.0267
H -1.101073 -0.894672 -2.335030 -0.6 0.2 -0.4 0.0158
H -3.043311 -0.324086 -0.811420 0.5 0.4 -0.7 -0.0212
H -2.421944 -0.164347 -3.403846 0.9 0.0 0.3 0.0154
H -3.775260 3.634939 -2.313687 -0.2 -0.2 -0.1 0.0023
H -4.012589 1.813458 -0.671963 0.4 0.5 -0.4 0.0304
P 2.923450 1.005686 -2.421032 -1.0 0.1 1.4 -0.0799
P 2.819344 -2.277148 -1.848733 -0.3 -0.3 -0.1 -0.0306
C 2.985565 -0.224990 -3.721588 0.0 -0.7 -1.3 0.0108
C 2.115779 -1.497909 -3.398199 0.2 0.7 1.0 0.0021
H 4.018756 -0.578587 -3.840075 0.0 0.4 -0.4 0.0201
H 2.613177 0.222112 -4.652334 0.4 0.1 -0.2 -0.0236
H 1.071671 -1.232705 -3.185494 0.3 0.0 -0.2 -0.0126
H 2.124797 -2.253823 -4.196827 0.1 0.6 -0.1 -0.0012
C 3.385528 -3.867529 -2.575812 0.2 0.2 0.1 -0.0070
H 3.500701 -4.609366 -1.774714 0.1 0.1 -0.3 0.0004
H 4.351013 -3.702780 -3.073553 -0.3 -0.3 0.1 0.0003
H 2.629704 -4.201787 -3.300865 0.3 -0.1 0.2 -0.0025
C 1.276924 -2.904270 -1.049697 0.1 0.1 0.0 -0.0153
H 0.721717 -3.521066 -1.771807 0.0 0.1 0.3 -0.0007
H 0.666619 -2.053947 -0.715137 0.0 -0.2 0.0 0.0273
H 1.556842 -3.515095 -0.177040 -0.1 0.1 -0.3 -0.0022
C 3.893675 2.534751 -2.278714 0.6 0.5 -0.1 -0.0014
H 3.721773 2.962138 -1.265436 -0.2 -0.7 -0.4 -0.0074
H 3.563526 3.340529 -2.950555 0.0 -0.4 -0.3 -0.0226
H 4.977028 2.429125 -2.369738 0.0 -0.1 -0.3 0.0188
C -1.592727 2.941930 1.436236 -0.3 1.1 1.0 0.4052
H -1.829464 2.371567 2.334189 0.1 0.1 -0.3 -0.0126
H -2.430491 3.572484 1.137538 -0.1 0.0 0.1 0.0231
H -0.691239 3.542458 1.562538 -0.1 -0.3 0.1 0.0032
C 2.532269 0.384373 0.507443 0.0 -0.1 -0.2 -0.0099
O 1.378931 0.738311 -0.339149 0.7 -0.8 2.5 0.0547
C 0.410143 1.244874 0.494447 0.8 0.0 3.6 0.2302
O 0.718375 1.456367 1.667566 0.0 -0.4 -0.9 0.0443
H 3.264013 -0.092695 -0.162854 -0.4 0.1 0.5 0.0412
H 2.135038 -0.320785 1.257255 0.7 0.3 -0.2 -0.0207
H 2.940345 1.298650 0.984318 -0.2 -0.7 -0.2 -0.0012
```
Positions in Å, forces in eV/Å.

Computed properties:
E: -1969.80018 Eh
Multiplicity: 5
Energy relative to the best compared isomer or geometry (same formula, charge and spin): 204.22 kcal/mol
LUMO level (spin up / spin down): -7.942 / -8.039 eV
Maximum force: 0.1023 hartree/bohr
<S²>: 6.430
Total charge: +2